Run one
ORCA calculation (ωB97M-V/def2-TZVPD) on the ion C7H12N3 with charge +1.

```
22
C7H12N3, DFT ωB97M-V/def2-TZVPD
C 2.65029 -0.47633 0.48960
C 1.56795 -1.40575 0.43980
C 2.57441 0.70488 -0.29546
C 0.32958 -1.64350 -0.20678
C 1.40526 1.31960 -0.61081
C -1.48718 0.00945 0.29041
C -2.98933 0.01775 -0.02684
N 0.46378 1.58953 0.35076
N -0.87623 1.41464 0.04644
N -0.76000 -0.90170 -0.49592
H 3.65155 -0.68508 0.66459
H 2.05997 -2.42051 0.78191
H 3.43692 1.09553 -0.86408
H 0.24070 -2.64293 -0.67263
H 1.03930 1.67437 -1.54964
H -1.24252 0.03036 1.35282
H -3.10145 -0.82398 -0.60729
H -3.15060 0.97071 -0.57509
H -3.55587 -0.04767 0.82458
H 0.67051 1.61994 1.36332
H -1.53894 1.99420 0.54603
H -1.38810 -1.39352 -1.24572
```

Calculated values
- SMILES: C[C@@H]1NN\C=C/C=C\C=[NH+]/1
- E_LUMO (alpha / beta): -5.00 / -5.00 eV
- Charge: +1

Run two
ORCA calculation (ωB97M-V/def2-TZVPD) on the ion C7H12N3 with charge +1.

```
22
C7H12N3, DFT ωB97M-V/def2-TZVPD
C -0.82856 -1.56589 0.19521
C 1.60445 -1.58558 0.10615
C -1.07039 -0.33369 0.09518
C 0.92399 0.57248 0.03342
C -3.42579 -0.19641 -0.18608
C 3.27065 0.23495 -0.15382
C -2.13865 0.68131 -0.01482
N 0.42779 -2.12023 0.23371
N 1.95825 -0.29104 0.03497
N 0.99432 1.86627 -0.02988
H -1.67274 -2.24810 0.33796
H 2.33539 -2.33654 0.24515
H -4.17686 0.44265 -0.54763
H -3.69019 -0.64863 0.79975
H -3.07823 -0.99643 -0.92424
H 3.10749 1.26322 -0.54655
H 3.82798 0.32157 0.87657
H 3.91786 -0.38119 -0.71891
H -2.20386 1.24459 0.91452
H -1.98626 1.18996 -0.92847
H 0.12914 2.45691 -0.21254
H 1.77421 2.42978 0.39033
```

Calculated values
- E_LUMO: -3.68 eV
- Charge: +1

Run three
ORCA calculation (ωB97M-V/def2-TZVPD) on the ion C7H12N3 with charge +1.

```
22
C7H12N3, DFT ωB97M-V/def2-TZVPD
C -0.53063 -2.21720 1.21012
C -0.07614 0.13278 -0.36610
C -0.00549 0.07828 1.02960
C 0.26825 1.50323 -0.84096
C 0.24302 1.54442 1.51576
C -0.28538 2.34442 0.27172
C -0.38000 -1.19676 -1.07901
N -0.38362 -1.02015 1.78662
N -0.50536 -2.31280 -0.10581
N 0.62025 -1.78091 -2.04720
H -0.40818 -3.08012 1.83839
H 1.26277 1.80854 -1.00083
H -0.33071 1.66833 -1.88106
H -0.30403 1.65246 2.47679
H 1.28480 1.68468 1.74313
H -0.02758 3.36960 0.21827
H -1.36634 2.40551 0.32494
H -1.16268 -0.91693 -1.75184
H -0.83020 -0.92110 2.73178
H -0.15818 -3.17793 -0.59882
H 1.51711 -2.18422 -1.61628
H 0.79456 -1.18365 -2.86769
```

Calculated values
- SMILES: N[C@H]1[NH+]=CNC2=C1CCC2
- E_LUMO: -4.12 eV
- Charge: +1

Energetically preferred structure: run three | next structure: +58.9 kcal/mol

Run one
ORCA calculation (ωB97M-V/def2-TZVPD) on a cluster of 13 separate species, C39H91N13O13 in total.

```
156
C39H91N13O13, DFT ωB97M-V/def2-TZVPD
C -4.36822 -1.17782 5.53833
C -3.70020 -0.21662 4.58804
O -3.07212 0.72098 5.06810
N -3.73730 -0.47314 3.26675
C -3.11346 0.37936 2.28679
H -5.38642 -1.42972 5.22195
H -4.51495 -0.63363 6.46846
H -3.82058 -2.09512 5.74165
H -4.31790 -1.21746 2.92259
H -2.21088 -0.01877 1.82890
H -2.79050 1.34036 2.68912
H -3.79372 0.75297 1.51696
C -1.55294 -0.80755 -3.52731
C -2.49377 -0.19302 -4.53843
O -2.49134 0.97290 -4.87001
N -3.43155 -1.06040 -5.03019
C -4.49092 -0.53910 -5.87858
H -0.51565 -0.54375 -3.71507
H -1.69406 -1.88689 -3.47052
H -1.82624 -0.39546 -2.55392
H -3.43347 -2.03910 -4.80503
H -5.03113 -1.39153 -6.29962
H -4.07269 -0.08135 -6.77472
H -5.19250 0.10913 -5.36204
C 0.38142 2.53801 6.63904
C 0.33447 2.56629 5.13179
O 0.75697 3.49687 4.46081
N -0.21883 1.47415 4.55882
C -0.38213 1.26553 3.15862
H 1.05517 1.74913 6.97945
H -0.60237 2.41523 7.08967
H 0.80745 3.47979 6.97888
H -0.64821 0.85742 5.22869
H -1.29413 1.69938 2.74501
H -0.45205 0.22232 2.84156
H 0.44122 1.70268 2.59697
C -1.19619 -2.61098 -7.81935
C 0.03230 -1.83623 -7.43870
O 0.77952 -1.36481 -8.29755
N 0.31645 -1.72184 -6.12643
C 1.28795 -0.92417 -5.46483
H -2.13464 -2.06119 -7.82340
H -1.19414 -3.51066 -7.19337
H -1.10766 -3.01099 -8.82915
H -0.36783 -2.12259 -5.49821
H 2.03550 -0.62127 -6.20167
H 1.82400 -1.45878 -4.67763
H 0.94199 -0.00159 -4.99059
C -1.89469 -4.02256 -3.59065
C -2.82468 -3.91519 -4.78057
O -2.33119 -3.96453 -5.90086
N -4.12931 -3.67346 -4.53635
C -5.09144 -3.50493 -5.60470
H -0.94315 -3.49291 -3.63917
H -1.50759 -5.04471 -3.53946
H -2.37933 -3.77397 -2.64548
H -4.44967 -3.66212 -3.57945
H -6.11709 -3.61429 -5.26552
H -4.92521 -4.23005 -6.40220
H -4.95992 -2.53091 -6.08281
C -0.79767 2.12381 -2.05734
C -0.68320 2.45799 -0.59245
O -0.76284 1.62712 0.29924
N -0.49357 3.76673 -0.31687
C -0.53250 4.33110 1.02979
H -1.09414 1.08906 -2.19655
H 0.21596 2.20011 -2.46695
H -1.41569 2.82358 -2.61520
H -0.46765 4.45552 -1.04592
H -0.53302 5.41460 0.95180
H 0.32954 3.95289 1.58212
H -1.41908 4.02972 1.59067
C -6.84282 -1.02268 -2.05673
C -5.61157 -1.71422 -1.55201
O -5.41907 -2.91483 -1.77861
N -4.69312 -1.01682 -0.86415
C -3.38188 -1.47806 -0.45667
H -7.63833 -1.14272 -1.31517
H -7.25152 -1.49972 -2.94268
H -6.68015 0.04038 -2.23216
H -4.90827 -0.06069 -0.62728
H -2.84552 -2.10540 -1.17470
H -3.52697 -2.18607 0.36291
H -2.69264 -0.65949 -0.29117
C 6.25739 2.52186 4.11554
C 5.94071 1.29361 3.27697
O 6.81582 0.53576 2.91241
N 4.63635 1.06071 2.91078
C 3.50913 1.66055 3.59747
H 5.42481 3.01463 4.61250
H 6.64609 3.31454 3.47376
H 7.00507 2.18440 4.82872
H 4.56766 0.11544 2.56161
H 3.45049 1.38625 4.65851
H 2.60471 1.28098 3.12530
H 3.66109 2.73483 3.54501
C 3.81312 4.24411 1.28923
C 3.54244 5.43793 2.19673
O 4.20856 5.60631 3.20711
N 2.48759 6.21899 1.87262
C 1.96790 7.35198 2.62188
H 3.80587 4.50809 0.22918
H 2.93285 3.59638 1.38502
H 4.69563 3.69620 1.59114
H 2.16416 5.95196 0.95657
H 2.74186 8.11945 2.59754
H 1.77673 7.09164 3.66002
H 1.04941 7.65920 2.13157
C 0.20125 -1.88575 -0.51582
C 1.05347 -0.68325 -0.85460
O 1.20472 -0.31756 -2.02223
N 1.68021 -0.09681 0.16385
C 2.32455 1.19707 0.04412
H 0.68870 -2.54252 0.20246
H 0.00000 -2.38606 -1.45832
H -0.73361 -1.55832 -0.06270
H 1.71862 -0.56482 1.05856
H 1.65527 1.90599 -0.44832
H 3.29209 1.09156 -0.43670
H 2.38714 1.69509 1.01339
C 3.78603 -3.18384 2.71927
C 2.77744 -2.22891 3.33770
O 1.81011 -1.87320 2.66421
N 2.85640 -1.82422 4.61091
C 1.74526 -1.09765 5.24249
H 4.56983 -3.57800 3.35410
H 4.12283 -2.67516 1.81411
H 3.14774 -3.96120 2.29508
H 3.67630 -1.91224 5.18554
H 1.95412 -0.03894 5.09949
H 1.71053 -1.41159 6.28155
H 0.80392 -1.25824 4.72637
C 7.87255 2.52243 -0.18658
C 6.46818 2.62608 -0.69583
O 5.53814 2.90761 0.05885
N 6.24238 2.31818 -1.98994
C 4.94578 2.36140 -2.62761
H 8.57560 2.53532 -1.02199
H 7.93671 1.53719 0.28009
H 8.09935 3.33787 0.49001
H 6.90647 1.66520 -2.38036
H 4.43778 1.39482 -2.59318
H 4.98286 2.79994 -3.61981
H 4.27619 2.97137 -2.01921
C -0.75995 -4.67426 1.90711
C -1.86632 -4.66438 0.82005
O -1.61136 -4.20344 -0.28020
N -3.08647 -5.04511 1.24001
C -4.26455 -4.93623 0.40402
H 0.11809 -4.98899 1.34158
H -0.97076 -5.40252 2.68632
H -0.60457 -3.64158 2.20732
H -3.19443 -5.70670 1.98803
H -4.87724 -5.83443 0.43335
H -3.98249 -4.50979 -0.55718
H -4.96504 -4.14647 0.71610
```

Calculated values
- E_LUMO: -0.02 eV

Run two
ORCA calculation (ωB97M-V/def2-TZVPD) on a structure of composition C39H91N13O13.

```
156
C39H91N13O13, DFT ωB97M-V/def2-TZVPD
C -2.35468 2.71111 -3.64137
C -3.84443 2.36621 -3.67591
O -4.27666 1.73988 -4.62707
N -4.55734 2.82144 -2.63041
C -5.94800 2.54409 -2.47945
H -1.83834 1.86244 -3.19308
H -2.19062 3.56607 -2.98123
H -2.03511 2.92001 -4.65552
H -4.21151 3.64994 -2.15874
H -6.15573 1.55801 -2.05148
H -6.52981 2.51820 -3.41051
H -6.41161 3.33747 -1.89517
C 1.16148 3.97635 5.79496
C 2.18705 2.85785 5.80282
O 2.74175 2.53129 4.76924
N 2.52487 2.35005 7.01723
C 3.18856 1.09139 7.16284
H 1.57080 4.77857 5.18275
H 0.90037 4.38186 6.77206
H 0.26302 3.62368 5.28678
H 2.02217 2.73112 7.79907
H 4.21363 1.14114 7.53575
H 3.28816 0.62995 6.17812
H 2.62773 0.39540 7.78958
C 5.07212 0.89972 2.90863
C 6.26224 0.48151 3.73566
O 6.33605 0.70422 4.93304
N 7.26763 -0.10096 3.01988
C 8.42107 -0.73195 3.60823
H 5.28225 1.16688 1.86830
H 4.68842 1.86362 3.26310
H 4.21395 0.23590 2.99492
H 7.25086 -0.07849 2.01689
H 8.29497 -1.81947 3.56871
H 8.44791 -0.53188 4.67880
H 9.34947 -0.40380 3.15236
C 0.86507 4.48175 -1.91714
C 0.38866 5.69487 -1.14264
O 0.13986 6.75601 -1.67983
N 0.08264 5.45359 0.16001
C -0.59810 6.43876 0.99671
H 0.04144 3.79395 -2.07517
H 1.73800 4.06621 -1.41155
H 1.13705 4.82152 -2.91699
H 0.34183 4.58056 0.58681
H -0.39784 6.19752 2.03668
H -1.67250 6.41709 0.79896
H -0.24011 7.43331 0.74006
C 1.68754 1.73369 -3.80142
C 1.90614 0.28320 -4.11693
O 1.68748 -0.56394 -3.25421
N 2.37283 -0.04272 -5.34109
C 2.75394 -1.39117 -5.70559
H 1.48260 2.30401 -4.71572
H 2.61367 2.16815 -3.41948
H 0.86709 1.89353 -3.11229
H 2.57152 0.70209 -5.98416
H 3.43198 -1.27374 -6.54850
H 1.89620 -1.99478 -5.98791
H 3.27407 -1.88705 -4.88786
C 2.61597 -3.54898 2.23126
C 2.86272 -2.62400 1.04664
O 2.80579 -1.40185 1.20023
N 3.25774 -3.24403 -0.08488
C 3.38200 -2.44142 -1.29660
H 3.57451 -4.02255 2.44456
H 1.84267 -4.29182 2.03968
H 2.31873 -2.92952 3.07094
H 2.91349 -4.19299 -0.20788
H 2.95360 -2.93322 -2.16474
H 4.43573 -2.22147 -1.47126
H 2.85781 -1.50777 -1.11804
C -2.63176 3.75566 0.18937
C -3.01508 5.12717 -0.28444
O -3.77006 5.32251 -1.21894
N -2.52707 6.16081 0.45458
C -2.86685 7.54911 0.22911
H -2.18827 3.15806 -0.60717
H -3.51376 3.23328 0.56332
H -1.91334 3.78919 1.00982
H -2.11382 5.92890 1.33970
H -3.95055 7.70239 0.26544
H -2.41934 7.95154 -0.67320
H -2.55009 8.14624 1.08737
C -1.51075 -2.23535 6.32443
C -1.15085 -1.13567 5.33510
O -1.94071 -0.24251 5.06704
N 0.09235 -1.18232 4.79621
C 0.55815 -0.18985 3.83875
H -2.40535 -2.72338 5.93738
H -1.76785 -1.74953 7.26378
H -0.73513 -2.98444 6.46652
H 0.81593 -1.77481 5.16001
H 0.66214 0.82271 4.21994
H -0.07484 -0.11536 2.94541
H 1.44812 -0.61985 3.37501
C -1.62301 -2.53538 1.63139
C -2.62832 -3.52207 2.18165
O -2.35140 -4.70465 2.28543
N -3.85305 -3.01136 2.46453
C -4.96690 -3.77952 2.96016
H -1.27008 -3.00329 0.71841
H -0.87212 -2.38051 2.40793
H -1.99894 -1.55337 1.34779
H -3.99642 -2.07212 2.13753
H -5.19996 -3.47203 3.97945
H -4.71279 -4.83532 2.97413
H -5.81100 -3.62808 2.28794
C 1.88726 -7.49893 -2.50636
C 1.55818 -6.24725 -1.75526
O 2.29602 -5.78380 -0.90174
N 0.43110 -5.59158 -2.16230
C 0.12769 -4.20665 -1.81214
H 2.69549 -8.01687 -1.98510
H 2.39948 -7.24815 -3.43897
H 1.02864 -8.14718 -2.65313
H -0.33968 -6.16492 -2.46013
H 0.82014 -3.81163 -1.07518
H -0.82528 -4.21978 -1.27126
H -0.01469 -3.57785 -2.68673
C -4.09558 -4.40817 -1.27397
C -3.93443 -2.96092 -1.68635
O -3.07620 -2.24751 -1.17069
N -4.77216 -2.52139 -2.64447
C -4.67941 -1.20288 -3.27864
H -3.10724 -4.85394 -1.28237
H -4.73094 -4.93449 -1.98948
H -4.54889 -4.48881 -0.28890
H -5.58558 -3.04894 -2.90765
H -3.71235 -0.77407 -3.05770
H -5.53305 -0.55269 -3.09801
H -4.73860 -1.40338 -4.35435
C -1.51232 0.03483 -4.95875
C -1.38423 -1.29883 -5.65461
O -1.85609 -1.54840 -6.73999
N -0.55480 -2.17816 -5.01122
C -0.24002 -3.44739 -5.62310
H -2.48311 0.47883 -5.14904
H -0.73317 0.58566 -5.49915
H -1.30219 -0.00980 -3.89433
H -0.04279 -1.92691 -4.18034
H -0.06471 -3.33756 -6.68885
H -0.98720 -4.21837 -5.42095
H 0.66346 -3.81709 -5.12565
C 1.73418 2.24069 1.29880
C 0.61500 1.76485 0.40996
O -0.34462 2.49373 0.18865
N 0.77329 0.54712 -0.13792
C -0.30385 -0.20840 -0.72879
H 2.54464 1.53053 1.45420
H 1.32019 2.50817 2.27228
H 2.13536 3.17263 0.89272
H 1.63824 0.05187 0.03063
H -0.31344 -0.11985 -1.82695
H -1.27006 0.22370 -0.47142
H -0.24348 -1.28254 -0.58652
```

Calculated values
- E_LUMO: 0.32 eV

Energetically preferred structure: run one | next structure: +117.3 kcal/mol

Run one
ORCA calculation (ωB97M-V/def2-TZVPD) on a cluster of 2 separate species, C4H6S in total.

```
11
C4H6S, DFT ωB97M-V/def2-TZVPD
C 0.89778 2.29930 -0.23199
C 0.17247 1.32873 -0.23035
C -0.27392 -1.02587 -0.91429
C -0.64117 0.22343 -0.21337
S 0.32833 -0.47625 2.51318
H 1.53757 3.13011 -0.19100
H -0.43261 -0.90400 -1.99054
H -0.88050 -1.85810 -0.57196
H 0.78161 -1.25420 -0.77338
H -1.61422 0.31806 0.24053
H 0.12465 -1.78122 2.36317
```

Calculated values
- E_LUMO (alpha / beta): -1.83 / -0.82 eV

Run two
ORCA calculation (ωB97M-V/def2-TZVPD) on a structure of composition C4H6S.

```
11
C4H6S, DFT ωB97M-V/def2-TZVPD
C -0.85168 -0.40641 -0.26007
C 0.17017 0.71895 -0.05139
C 1.69886 0.42459 -0.34386
C 2.75377 -0.22127 0.08303
H -3.21445 -0.40060 1.23558
H -0.66896 -0.67936 -1.26581
H -0.54360 -1.01884 0.40058
H 0.14846 0.83283 1.00581
H -0.59148 1.76250 -0.40522
H 3.68601 -1.07064 -0.22960
S -2.58711 0.05825 -0.16905
```

Calculated values
- E_LUMO: 0.42 eV

Energetically preferred structure: run one | next structure: +44.4 kcal/mol